Molecular formula: C38H40F3O4S
Method: DFT, wB97M-V/def2-TZVPD

```
86
Properties=species:S:1:pos:R:3:mulliken_charge:R:1
C 7.89745 2.22140 -2.10072 -0.8031
O 7.82552 0.81482 -2.10413 -0.4602
C 6.54082 0.30643 -2.10031 0.9553
C 6.38543 -1.09106 -2.09596 -0.5320
C 5.14794 -1.67074 -2.09332 -0.6853
C 3.97978 -0.88663 -2.09407 0.7684
C 2.69187 -1.50677 -2.08841 -0.7935
C 1.52290 -0.80585 -2.08592 0.3697
C 0.24035 -1.36322 -2.07906 -0.7065
C -0.92117 -0.60311 -2.07935 -0.1477
C -2.20270 -1.22641 -2.07899 0.0310
C -3.35479 -0.51220 -2.08086 -0.5609
C -4.72968 -1.18628 -2.08856 2.1175
C -5.50852 -0.75202 -0.83727 -1.7170
C -4.61740 -2.72461 -2.09255 -2.1014
C -5.50257 -0.74523 -3.34213 -1.7336
C -3.29528 0.94873 -2.07347 1.9246
O -4.32349 1.61910 -2.05566 -0.8240
C -1.98492 1.59129 -2.08543 -1.0107
C -1.88925 3.11915 -2.09705 2.3622
C -2.59206 3.65839 -3.35173 -1.8282
C -0.42228 3.60303 -2.10357 -2.1325
C -2.58450 3.67372 -0.84587 -1.7513
C -0.87446 0.82107 -2.08636 -0.4181
C 4.13823 0.51367 -2.09880 -0.8457
C 5.37521 1.09129 -2.10150 -0.4873
H 8.94767 2.51614 -2.09888 0.2343
H 7.41865 2.62144 -2.99579 0.3292
H 7.41701 2.61718 -1.20462 0.3277
H 7.27480 -1.69562 -2.09296 0.4212
H 5.05667 -2.74322 -2.08981 0.3813
H 2.64498 -2.58136 -2.08567 0.4330
H 1.59779 0.26260 -2.08940 -0.3452
H 0.15138 -2.43465 -2.07224 0.4409
H -2.23094 -2.30020 -2.07759 0.5690
H -5.65774 0.32728 -0.83597 0.3411
H -6.48635 -1.23098 -0.80207 0.4570
H -4.96575 -1.01778 0.06859 0.3565
H -4.08776 -3.07867 -2.97655 0.3895
H -4.09155 -3.08278 -1.20802 0.4130
H -5.60418 -3.18611 -2.09603 0.4033
H -4.95979 -1.01194 -4.24767 0.3320
H -6.48240 -1.21999 -3.38184 0.4573
H -5.64715 0.33479 -3.34275 0.3462
H -3.64461 3.37612 -3.34992 0.3543
H -2.52819 4.74530 -3.39601 0.4477
H -2.13585 3.25483 -4.25471 0.3726
H 0.11217 3.25343 -1.22025 0.4165
H 0.10555 3.24938 -2.98917 0.4298
H -0.36911 4.69067 -2.10645 0.4325
H -2.11883 3.28189 0.05728 0.2429
H -2.52371 4.76116 -0.81559 0.4866
H -3.63635 3.38921 -0.83760 0.3607
H 0.08313 1.30070 -2.09526 0.2845
H 3.27291 1.15083 -2.10093 0.4461
H 5.45669 2.16241 -2.10509 0.3956
F 4.69522 -5.31004 3.98126 -0.2744
C 5.07592 -4.01872 3.98904 0.9443
F 5.82458 -3.75922 5.07944 -0.2814
F 5.77060 -3.73583 2.87145 -0.2542
C 3.84035 -3.14020 4.02235 0.1634
C 3.89295 -1.90700 4.65328 -0.4737
C 2.79062 -1.09984 4.71665 -1.2365
C 1.56222 -1.50029 4.11685 1.2891
C 0.45617 -0.69187 4.17093 -0.6371
S -1.06506 -1.20711 3.36547 1.0905
C -2.19087 0.15674 3.63602 -0.5296
C -2.96428 0.18562 4.77319 -0.1817
C -3.85986 1.21855 4.96879 -0.6125
C -3.97438 2.21995 4.02629 -0.5037
C -3.19412 2.18628 2.88845 -0.2808
C -2.29996 1.15186 2.69268 -0.1830
O -0.71697 -1.26752 1.89712 -0.4118
O -1.58220 -2.40046 4.13195 -0.6773
C 1.54715 -2.76197 3.44985 -0.7418
C 2.66468 -3.54985 3.41216 -0.9656
H 4.82196 -1.60118 5.10342 0.3615
H 2.83755 -0.15259 5.22771 0.3200
H 0.49555 0.25783 4.66646 0.3576
H -2.88733 -0.62209 5.48484 0.4351
H -4.47157 1.23920 5.85586 0.3633
H -4.67765 3.02470 4.17575 0.3959
H -3.28527 2.96639 2.15116 0.2991
H -1.70958 1.09179 1.79110 0.5522
H 0.63836 -3.08873 2.97079 0.3746
H 2.65365 -4.50438 2.91368 0.3515
```

Values from the calculation:
**Max |F|**: 4.1 eV/Å
**Total charge**: -1
**DFT total energy**: -2470.7468 a.u.



Molecular formula: C12H5Cl4N2O4Pd
Method: DFT, wB97M-V/def2-TZVPD

```
28
Properties=species:S:1:pos:R:3:mulliken_charge:R:1
Pd 0.57127 -0.98892 0.34349 0.5699
Cl 4.61743 -4.86793 -3.78021 -0.2167
C 3.28327 -4.26057 -2.85998 0.1809
C 2.04805 -4.97425 -2.85927 0.1815
Cl 1.90709 -6.43376 -3.77880 -0.2168
C 0.97834 -4.50671 -2.13459 0.1068
Cl -0.53162 -5.34442 -2.11183 -0.1945
C 1.06893 -3.30283 -1.37017 0.5750
O 0.10693 -2.83927 -0.69968 -0.9130
C 2.32560 -2.57690 -1.37076 0.5771
O 2.40557 -1.51237 -0.69971 -0.9131
C 3.41308 -3.09994 -2.13601 0.1069
Cl 4.89299 -2.21020 -2.11464 -0.1945
O 0.16725 -0.29090 2.40840 -0.6347
N -0.45438 0.78594 2.57586 -0.0965
N -0.79332 1.37497 1.49252 0.8878
O -0.54154 0.93990 0.27854 -0.8682
C -1.51340 2.62228 1.62414 0.2392
C -1.88611 3.26930 0.45955 -0.4917
C -2.58103 4.47216 0.53782 -0.4007
C -2.90222 5.02617 1.76787 -0.4708
C -2.52065 4.36407 2.93016 -0.4178
C -1.82785 3.16500 2.86822 -0.2540
H -1.62350 2.81603 -0.48448 0.3950
H -2.87219 4.97756 -0.37545 0.3316
H -3.44465 5.96499 1.82484 0.3542
H -2.76532 4.78608 3.89854 0.3451
H -1.52804 2.64452 3.76564 0.4324
```

Values from the calculation:
**Max |F|**: 2.2 eV/Å
**ΔE to the lowest compared entry with this formula, charge and spin**: 159.2 kJ/mol
**Total charge**: -1



Molecular formula: H22O11
Method: DFT, wB97M-V/def2-TZVPD

```
33
Properties=species:S:1:pos:R:3:mulliken_charge:R:1
O -6.91592 22.00821 -1.72254 -0.6044
H -7.37687 22.11885 -2.56053 0.3076
H -7.52508 22.35394 -1.05697 0.2774
O -10.00210 22.00688 0.05934 -0.4737
H -9.76012 22.94580 0.10637 0.2406
H -10.69961 21.98090 -0.61014 0.3050
O -9.03325 19.23404 -0.16452 -0.6267
H -9.74790 18.95658 -0.74891 0.3058
H -8.81586 20.13203 -0.44942 0.3308
O -13.11320 23.38342 -0.03332 -0.6299
H -13.29586 22.46543 0.22129 0.3491
H -13.97615 23.81773 -0.01742 0.2824
O -7.62079 24.99327 -0.76011 -0.6129
H -7.85767 25.84862 -1.13441 0.2683
H -8.47825 24.56530 -0.60052 0.3590
O -9.47604 20.58046 3.28708 -0.6791
H -9.51925 20.12986 2.43361 0.3568
H -9.16441 21.47388 3.07010 0.3550
O -11.94312 22.22736 -2.40869 -0.6741
H -11.44641 22.99127 -2.72144 0.2721
H -12.54815 22.57680 -1.72902 0.4065
O -10.35486 24.80837 -0.09147 -0.6029
H -10.74465 25.30029 -0.82426 0.2668
H -11.03123 24.82479 0.59792 0.2428
O -9.02577 23.41760 3.49995 -0.6296
H -9.89488 23.79393 3.32717 0.2821
H -8.79116 23.73442 4.38126 0.2785
O -6.87987 23.44367 1.44144 -0.6313
H -6.95833 24.33753 1.06980 0.3012
H -7.50421 23.39545 2.18639 0.3799
O -12.77781 19.55261 -2.20543 -0.6511
H -13.20619 19.57256 -3.06656 0.3095
H -12.19031 20.32552 -2.20836 0.3385
```

Values from the calculation:
**SMILES**: O.O.O.O.O.O.O.O.O.O.O
**Max |F|**: 0.5 eV/Å
**ΔE to the lowest compared entry with this formula, charge and spin**: 160.2 kJ/mol
**Total charge**: 0



Molecular formula: C11H20BrLiN4
Method: DFT, wB97M-V/def2-TZVPD

```
37
Properties=species:S:1:pos:R:3:mulliken_charge:R:1
Li 0.10736 -0.38538 1.99777 0.9383
N -0.31595 0.54245 -2.49633 -0.0334
C 0.17506 -0.25356 -1.30575 0.8354
C -0.47588 -1.63314 -1.33706 -1.0348
C 0.02904 -2.54010 -0.21046 -0.0566
N -0.53684 -2.12356 1.10552 -0.6497
C 1.55960 -2.55613 -0.17221 -1.2815
C 2.21132 -1.17133 -0.15268 0.0680
N 1.96848 -0.48511 1.15025 -0.7128
C 1.69475 -0.32286 -1.31871 -1.3081
H -1.31260 0.75790 -2.40578 0.2611
H -0.18066 0.01826 -3.36138 0.4010
H 0.18374 1.42760 -2.59180 0.4109
H -0.15591 0.30196 -0.43256 -0.5671
H -0.23194 -2.12534 -2.28656 0.4752
H -1.56702 -1.54227 -1.28689 0.4215
H -0.30668 -3.54910 -0.44563 0.3815
H -0.19000 -2.78944 1.79828 0.3339
H -1.53869 -2.30546 1.09223 0.2663
H 1.91540 -3.08330 -1.05957 0.4188
H 1.90436 -3.14324 0.68553 0.4282
H 3.28197 -1.30338 -0.30547 0.4075
H 2.54081 0.35623 1.18347 0.2556
H 2.37640 -1.07911 1.87476 0.3584
H 2.04266 -0.78429 -2.25032 0.4176
H 2.12749 0.68298 -1.26658 0.4971
Br -3.61764 1.93964 -0.95310 -0.0965
C -2.38506 2.30517 0.44035 -0.0290
C -1.97478 3.59574 0.72521 -0.2440
C -1.02052 3.76455 1.71714 -0.4842
C -0.49406 2.64892 2.34755 -0.3801
N -0.90190 1.40231 2.07480 -0.5064
C -1.86585 1.24328 1.15544 -0.1168
H -2.39317 4.44487 0.19834 0.4694
H -0.68272 4.75483 1.99406 0.4348
H 0.26769 2.75207 3.11129 0.4168
H -2.23827 0.23735 0.98687 0.6038
```

Values from the calculation:
**Max |F|**: 0.3 eV/Å
**Total charge**: +2
**DFT total energy**: -3231.2835 a.u.



Molecular formula: C5H4N2
Method: DFT, wB97M-V/def2-TZVPD

```
11
Properties=species:S:1:pos:R:3:mulliken_charge:R:1
C 1.25259 1.18824 1.76818 0.4031
C 0.94644 0.42809 0.87881 -0.8034
C 0.59066 -0.61907 -0.08980 -0.1473
N -0.58870 -1.39060 0.18217 -0.5224
C -0.67472 -0.59338 -1.00896 -0.1122
C -1.16307 0.74978 -1.22961 0.2083
N -1.38367 1.84231 -1.54320 -0.3977
H 1.52364 1.89789 2.52984 0.4097
H 1.45103 -1.12191 -0.51738 0.3188
H -1.11077 -1.12396 1.00218 0.2881
H -0.88765 -1.24088 -1.87156 0.3550
```

Values from the calculation:
**SMILES**: C#C[C@H]1N[C@H]1C#N
**Max |F|**: 1.2 eV/Å
**ΔE to the lowest compared entry with this formula, charge and spin**: 339.4 kJ/mol
**Total charge**: 0



Please write out number 4 again, unchanged.
Molecular formula: C11H20BrLiN4
Method: DFT, wB97M-V/def2-TZVPD

```
37
Properties=species:S:1:pos:R:3:mulliken_charge:R:1
Li 0.10736 -0.38538 1.99777 0.9383
N -0.31595 0.54245 -2.49633 -0.0334
C 0.17506 -0.25356 -1.30575 0.8354
C -0.47588 -1.63314 -1.33706 -1.0348
C 0.02904 -2.54010 -0.21046 -0.0566
N -0.53684 -2.12356 1.10552 -0.6497
C 1.55960 -2.55613 -0.17221 -1.2815
C 2.21132 -1.17133 -0.15268 0.0680
N 1.96848 -0.48511 1.15025 -0.7128
C 1.69475 -0.32286 -1.31871 -1.3081
H -1.31260 0.75790 -2.40578 0.2611
H -0.18066 0.01826 -3.36138 0.4010
H 0.18374 1.42760 -2.59180 0.4109
H -0.15591 0.30196 -0.43256 -0.5671
H -0.23194 -2.12534 -2.28656 0.4752
H -1.56702 -1.54227 -1.28689 0.4215
H -0.30668 -3.54910 -0.44563 0.3815
H -0.19000 -2.78944 1.79828 0.3339
H -1.53869 -2.30546 1.09223 0.2663
H 1.91540 -3.08330 -1.05957 0.4188
H 1.90436 -3.14324 0.68553 0.4282
H 3.28197 -1.30338 -0.30547 0.4075
H 2.54081 0.35623 1.18347 0.2556
H 2.37640 -1.07911 1.87476 0.3584
H 2.04266 -0.78429 -2.25032 0.4176
H 2.12749 0.68298 -1.26658 0.4971
Br -3.61764 1.93964 -0.95310 -0.0965
C -2.38506 2.30517 0.44035 -0.0290
C -1.97478 3.59574 0.72521 -0.2440
C -1.02052 3.76455 1.71714 -0.4842
C -0.49406 2.64892 2.34755 -0.3801
N -0.90190 1.40231 2.07480 -0.5064
C -1.86585 1.24328 1.15544 -0.1168
H -2.39317 4.44487 0.19834 0.4694
H -0.68272 4.75483 1.99406 0.4348
H 0.26769 2.75207 3.11129 0.4168
H -2.23827 0.23735 0.98687 0.6038
```

Values from the calculation:
**Max |F|**: 0.3 eV/Å
**Total charge**: +2
**DFT total energy**: -3231.2835 a.u.



Q: max |F| of number 1 (C38H40F3O4S)?
A: 4.1 eV/Å